{"formula": "C29H44BrN3P2V", "method": "ωB97M-V with the def2-TZVPD basis set", "species": ["C", "C", "C", "C", "N", "C", "C", "C", "C", "C", "C", "C", "C", "C", "V", "P", "H", "H", "H", "H", "H", "H", "H", "H", "C", "C", "H", "H", "H", "H", "H", "C", "C", "H", "H", "H", "H", "H", "C", "C", "H", "H", "H", "H", "H", "Br", "P", "C", "C", "H", "H", "H", "H", "H", "C", "C", "H", "H", "H", "H", "H", "C", "C", "H", "H", "H", "H", "H", "C", "N", "C", "C", "N", "C", "H", "H", "H", "H", "H", "H"], "coordinates": [[-6.56484, -4.32109, 0.28794], [-5.60453, -3.74159, -0.55843], [-5.90661, -3.64720, -1.93680], [-7.11310, -4.19071, -2.40781], [-7.97912, -4.76062, -1.57703], [-7.74397, -4.83771, -0.27067], [-4.33474, -3.28702, -0.03333], [-3.13010, -3.07169, 0.03549], [-1.86292, -2.52115, 0.15850], [-1.88462, -1.31178, 0.85273], [-0.89029, -0.38472, 0.48518], [0.27637, -0.92983, -0.22888], [0.36416, -2.22133, -0.72920], [-0.77302, -3.01346, -0.59227], [0.79320, -0.02675, 1.41091], [0.72387, 2.29720, 1.27281], [-5.21146, -3.20140, -2.64781], [-6.39273, -4.41800, 1.36018], [-7.36357, -4.16873, -3.47514], [-8.49630, -5.33068, 0.35665], [-0.85549, -3.98294, -1.08881], [-2.74686, -1.04954, 1.48462], [1.25905, -2.62519, -1.19980], [-0.95325, 0.68067, 0.81675], [2.36006, 3.12836, 1.27651], [2.42338, 4.51616, 0.63220], [3.04609, 2.43267, 0.76614], [2.70158, 3.17478, 2.32123], [3.38172, 4.99736, 0.87342], [2.37186, 4.46204, -0.46266], [1.62885, 5.18795, 0.98267], [-0.05635, 2.74403, -0.35465], [-1.57935, 2.89467, -0.40532], [0.23941, 1.92511, -1.03878], [0.43275, 3.65189, -0.75056], [-1.89541, 2.95107, -1.45608], [-2.09901, 2.03437, 0.03526], [-1.91488, 3.81074, 0.09493], [-0.30838, 3.06342, 2.59831], [-0.36209, 4.59108, 2.61893], [0.07640, 2.67996, 3.55788], [-1.32711, 2.65324, 2.50502], [-1.08236, 4.92791, 3.37887], [0.60659, 5.02819, 2.88619], [-0.68753, 5.01442, 1.65959], [2.96422, -0.96644, 0.65170], [2.49824, 0.02094, -3.61071], [1.93335, 1.61407, -2.95028], [2.53956, 2.77973, -3.75053], [2.20569, 1.66079, -1.88270], [0.83487, 1.62989, -3.03700], [1.97832, 3.70551, -3.58049], [3.58722, 2.95760, -3.48572], [2.50255, 2.56942, -4.82530], [3.81379, -0.68241, -2.57315], [4.79783, -1.59984, -3.32802], [3.28038, -1.24184, -1.78149], [4.35057, 0.16462, -2.10912], [5.61322, -1.88024, -2.65024], [4.31993, -2.52883, -3.66394], [5.25040, -1.10780, -4.20316], [1.12629, -1.18189, -3.62317], [0.51767, -1.25527, -5.02703], [0.39296, -0.90839, -2.85414], [1.54748, -2.16041, -3.34895], [-0.24573, -2.03876, -5.07910], [0.06260, -0.30586, -5.32409], [1.29468, -1.49034, -5.76013], [1.76041, -0.19312, 6.90108], [1.46834, -0.62573, 5.54318], [1.32544, -1.94784, 5.11975], [1.08840, -1.90789, 3.77837], [1.06407, -0.57550, 3.36822], [1.30899, 0.17654, 4.46357], [1.87250, -1.07201, 7.53572], [2.69013, 0.39591, 6.93323], [0.94500, 0.42988, 7.29203], [1.40342, -2.78217, 5.79437], [0.96067, -2.71576, 3.07715], [1.38122, 1.25927, 4.49519]], "mulliken_spin": [0.0022, -0.0002, 0.0017, -0.0004, 0.0013, -0.0007, 0.0188, 0.0048, 0.0239, 0.0599, 0.0436, -0.1364, 0.0510, -0.0221, 1.9933, -0.0862, 0.0000, 0.0001, 0.0000, 0.0000, -0.0016, -0.0011, -0.0014, -0.0686, 0.0149, -0.0015, 0.0018, 0.0028, 0.0001, 0.0010, 0.0003, 0.0355, 0.0110, -0.0097, 0.0014, 0.0000, -0.0051, 0.0007, 0.0142, 0.0013, 0.0042, 0.0065, -0.0002, 0.0001, -0.0001, -0.0142, 0.6411, 0.0509, 0.0180, 0.0437, -0.0078, 0.0044, -0.0010, -0.0061, 0.0626, 0.0215, 0.0473, -0.0058, 0.0002, -0.0010, -0.0035, 0.0716, 0.0200, 0.0297, -0.0048, 0.0000, 0.0009, -0.0033, 0.0000, 0.0038, -0.0030, 0.0301, -0.0058, 0.0423, 0.0000, 0.0001, 0.0001, -0.0002, 0.0036, 0.0034], "gap_ha": [0.2527, 0.1733], "charge": 2, "multiplicity": 4, "energy_ev": -149546.378, "homo_ha": [-0.4742, -0.4743]}

{"formula": "C29H44Cl3N6Na", "method": "ωB97M-V with the def2-TZVPD basis set", "species": ["Na", "C", "C", "N", "C", "C", "N", "C", "C", "N", "H", "H", "H", "H", "H", "H", "H", "H", "H", "H", "H", "H", "H", "H", "H", "C", "C", "C", "C", "C", "C", "C", "C", "C", "C", "C", "C", "N", "C", "C", "C", "C", "C", "N", "C", "C", "C", "C", "H", "H", "H", "H", "H", "H", "H", "H", "H", "H", "H", "H", "H", "H", "H", "H", "H", "H", "H", "H", "H", "H", "H", "H", "H", "H", "H", "H", "H", "Cl", "C", "Cl", "Cl", "C", "N"], "coordinates": [[0.96746, 0.76630, 0.63155], [3.55894, -1.14763, 0.47155], [2.33505, -2.09969, 0.48904], [1.10157, -1.44666, 0.89377], [0.57457, -1.77841, 2.21596], [0.18357, -0.56722, 3.08146], [1.08520, 0.57991, 2.97849], [2.39103, 0.45877, 3.60857], [3.37888, -0.38242, 2.79575], [3.39048, -0.02843, 1.38401], [4.46146, -1.74267, 0.68119], [3.68321, -0.72617, -0.52795], [2.21469, -2.51319, -0.51362], [2.54374, -2.95476, 1.14136], [0.36889, -1.51434, 0.18284], [-0.32472, -2.39785, 2.13206], [1.30881, -2.38856, 2.74493], [-0.79736, -0.20942, 2.75969], [0.07729, -0.91928, 4.11962], [0.60393, 1.38477, 3.35550], [2.79223, 1.47193, 3.70611], [2.32837, 0.03474, 4.62317], [4.37274, -0.29278, 3.25571], [3.11136, -1.43406, 2.87943], [4.06056, 0.69983, 1.18437], [-0.19667, -4.93929, -0.16533], [-1.38065, -3.97302, -0.16086], [-2.58503, -4.59488, 0.54395], [-1.72206, -3.51018, -1.55833], [-2.13866, -4.44285, -2.49878], [-2.48051, -4.06305, -3.78405], [-2.38396, -2.73002, -4.13948], [-1.96545, -1.76283, -3.23147], [-1.78895, -0.33832, -3.72963], [-0.76653, -0.28482, -4.86734], [-3.11505, 0.28308, -4.16615], [-1.66006, -2.15671, -1.91463], [-1.26513, -1.17442, -0.96566], [-2.20484, -0.36850, -0.59936], [-2.11022, 0.90856, 0.03062], [-3.25511, 1.65101, 0.35255], [-2.81512, 2.92528, 0.69193], [-1.41945, 2.90133, 0.53382], [-0.97957, 1.68691, 0.15402], [-0.46407, 4.06384, 0.72465], [0.43188, 3.83654, 1.94865], [0.41066, 4.22594, -0.52024], [-1.24511, 5.36027, 0.94347], [0.08085, -5.21824, 0.85330], [0.67240, -4.49689, -0.65022], [-0.44141, -5.85539, -0.70440], [-1.09294, -3.09035, 0.40605], [-2.89236, -5.52181, 0.05777], [-3.43850, -3.91706, 0.53478], [-2.34449, -4.83102, 1.58208], [-2.20532, -5.48605, -2.21512], [-2.81658, -4.79915, -4.50235], [-2.62885, -2.42863, -5.15027], [-1.38967, 0.27021, -2.91915], [-1.11716, -0.82660, -5.74770], [0.18389, -0.72424, -4.56222], [-0.58505, 0.74935, -5.16487], [-3.51231, -0.21990, -5.05017], [-2.97971, 1.33668, -4.41384], [-3.86565, 0.21553, -3.37856], [-3.24340, -0.63609, -0.83658], [-4.27203, 1.29420, 0.30031], [-3.42302, 3.76987, 0.96898], [1.18013, 3.06291, 1.76776], [-0.16730, 3.54133, 2.81346], [0.97004, 4.75317, 2.20578], [0.98259, 3.32318, -0.73362], [1.11740, 5.04969, -0.38715], [-0.20573, 4.43933, -1.39414], [-1.82708, 5.32344, 1.86512], [-1.93126, 5.54741, 0.11817], [-0.55651, 6.20499, 1.01388], [4.32849, 5.92070, 2.10957], [5.08738, 4.35525, 1.80360], [5.28712, 3.45871, 3.31961], [6.64778, 4.55945, 1.00060], [4.20672, 3.57321, 0.93021], [3.51924, 2.94621, 0.26242]], "nbo_charge": [0.8730, -0.2259, -0.2304, -0.7317, -0.2267, -0.2417, -0.6602, -0.2230, -0.2351, -0.6558, 0.1679, 0.1977, 0.2103, 0.1794, 0.4333, 0.2001, 0.1825, 0.2178, 0.1736, 0.3805, 0.1943, 0.1732, 0.1859, 0.1914, 0.3733, -0.5988, -0.2381, -0.5967, -0.0323, -0.2219, -0.2104, -0.2434, 0.0579, -0.2739, -0.5928, -0.5941, 0.1132, -0.5781, 0.1383, 0.0128, -0.2568, -0.3613, 0.1502, -0.6351, -0.1023, -0.5879, -0.5867, -0.5948, 0.2016, 0.2068, 0.2036, 0.2129, 0.2007, 0.2143, 0.2014, 0.2028, 0.2066, 0.2046, 0.2276, 0.1966, 0.2085, 0.2057, 0.1954, 0.2079, 0.2127, 0.1596, 0.2053, 0.2100, 0.1888, 0.2053, 0.2004, 0.2082, 0.1926, 0.2149, 0.2083, 0.2157, 0.1991, 0.0922, -0.2142, 0.0746, 0.0886, 0.2220, -0.2520], "gap_ha": 0.2404, "energy_ev": -81711.940, "homo_ha": -0.2465}

{"formula": "C29H44ClN5O3SSn", "method": "ωB97M-V with the def2-TZVPD basis set", "species": ["Sn", "Cl", "C", "C", "N", "H", "N", "H", "C", "C", "C", "H", "H", "H", "H", "H", "H", "C", "H", "H", "H", "C", "C", "H", "H", "C", "H", "C", "H", "H", "H", "H", "H", "C", "H", "C", "N", "H", "N", "H", "C", "C", "C", "H", "H", "H", "H", "H", "H", "C", "H", "H", "H", "C", "C", "H", "H", "C", "H", "C", "H", "H", "H", "H", "H", "C", "H", "C", "O", "S", "O", "N", "C", "O", "C", "C", "C", "C", "C", "C", "H", "H", "H", "H"], "coordinates": [[-0.36666, -1.45740, -0.43447], [-2.64162, -0.61209, 0.15094], [1.38250, 2.58091, 0.15178], [0.93137, 0.38350, 0.30873], [0.51794, 1.63885, 0.64689], [3.30886, 2.31448, -0.82485], [2.18871, 0.57761, -0.16743], [1.19641, 3.64277, 0.19918], [-0.72598, 2.05906, 1.30274], [-0.52150, 3.39510, 2.00089], [-1.76056, 2.33600, 0.22577], [-0.43186, 4.21511, 1.28563], [-1.42645, 3.59610, 2.59104], [0.34354, 3.37690, 2.67006], [-1.90181, 1.42855, 2.93609], [-0.18438, 0.97975, 3.04860], [-2.05046, 1.42602, -0.29746], [-1.04971, 1.03793, 2.37391], [-1.36895, 3.03527, -0.53099], [-2.64826, 2.75252, 0.72145], [-1.29549, 0.05170, 1.97771], [2.42202, 1.91523, -0.36563], [3.06547, -0.52791, -2.14133], [3.00603, 0.44878, -2.64375], [3.96671, -1.05100, -2.49009], [3.17615, -0.39789, -0.62262], [3.87088, -2.32400, -0.16063], [4.55451, 0.15545, -0.28605], [4.62087, 0.46110, 0.76270], [2.18913, -1.11783, -2.44087], [2.10971, -2.28349, -0.30070], [4.83239, 0.99685, -0.92457], [5.28378, -0.64134, -0.44963], [2.98108, -1.73018, 0.07419], [2.89627, -1.60603, 1.15670], [-3.37617, -6.53482, 0.53040], [-3.12606, -5.18898, 0.39243], [-2.01077, -8.21727, 0.23323], [-1.28450, -6.18285, -0.03165], [-4.34304, -6.94197, 0.78395], [-4.08370, -4.11067, 0.67489], [-5.50359, -4.61758, 0.69596], [-3.72882, -3.52795, 2.04766], [-5.65232, -5.34073, 1.49972], [-6.14667, -3.75172, 0.89154], [-5.78149, -5.04378, -0.26712], [-4.43569, -2.23006, -0.27928], [-4.27364, -3.59519, -1.41075], [-2.73688, -3.07010, 2.07375], [-3.89827, -3.15683, -0.48099], [-3.76727, -4.33183, 2.79367], [-4.46854, -2.77237, 2.32935], [-2.82723, -2.97496, -0.61556], [-2.20949, -7.16327, 0.26338], [0.84773, -6.31058, 1.11813], [0.36441, -6.95629, 1.86800], [1.89011, -6.64937, 1.00634], [0.13647, -6.42814, -0.22377], [1.71369, -5.46833, -1.32268], [0.32033, -7.83956, -0.74445], [-0.25529, -8.02214, -1.65848], [0.85322, -5.28118, 1.49033], [0.37606, -4.36795, -0.87457], [0.03371, -8.57781, 0.01622], [1.38702, -7.99173, -0.96335], [0.62634, -5.38337, -1.20876], [0.15522, -5.54706, -2.18489], [-1.82901, -4.94405, 0.06692], [1.86262, 2.57850, -3.34243], [0.41737, 2.53525, -3.20387], [-0.25123, 3.73157, -2.74272], [-0.04642, 1.22162, -2.33314], [-0.54859, 0.22854, -3.05870], [-0.78893, -0.93708, -2.55648], [-0.78946, 0.61711, -4.45993], [-1.41618, -0.07616, -5.49856], [-1.52496, 0.53180, -6.74691], [-1.00334, 1.81408, -6.97587], [-0.38205, 2.50679, -5.92210], [-0.30175, 1.89096, -4.68404], [-1.80294, -1.06144, -5.29027], [-2.02211, 0.01357, -7.56416], [-1.08972, 2.27606, -7.95463], [0.02078, 3.51145, -6.04900]], "lowdin_charge": [1.0600, 0.1624, -0.0522, -0.2064, -0.0303, 0.1200, -0.0364, 0.1254, -0.5768, -0.0700, -0.0848, 0.0770, 0.0874, 0.0886, 0.0853, 0.0885, -0.0437, -0.0837, 0.0756, 0.0903, -0.0200, -0.0669, -0.0137, 0.0799, 0.0880, -0.5780, 0.0807, -0.0623, 0.0917, 0.0840, -0.0093, 0.0764, 0.0808, -0.0855, 0.0854, -0.1044, -0.0679, 0.0628, -0.0608, 0.0878, -0.5841, -0.0792, -0.0524, 0.0691, 0.0865, 0.0823, 0.0261, 0.0922, 0.0644, -0.1457, 0.0762, 0.0770, -0.0265, -0.1372, -0.1623, 0.0512, 0.0518, -0.6049, 0.0760, -0.2402, 0.0610, 0.0661, -0.0013, 0.0254, 0.0549, -0.0802, 0.0863, -0.0056, -0.3609, 0.6203, -0.3551, -0.0652, -0.5423, -0.2832, -0.1905, -0.0510, -0.1431, -0.1582, -0.0900, -0.2766, 0.0983, 0.0776, 0.0657, 0.1021], "gap_ha": [0.1232, 0.0598], "charge": -2, "energy_ev": -73567.396, "homo_ha": [0.0254, 0.0904]}